ORCA calculation (ωB97M-V/def2-TZVPD) on a cluster of 13 separate species, C48H129N7O20 in total at a distorted geometry.

Spin multiplicity = 1
Lowest unoccupied orbital energy = 0.211 eV
E = -3793.56546 Ha
Maximum force = 4.01 eV/A

Geometry (Å):
C (10.031, -1.009, -7.266)
O (9.947, 0.432, -7.368)
C (10.208, 1.238, -6.238)
C (11.663, 1.652, -6.352)
N (11.992, 3.006, -6.056)
C (11.393, 3.650, -4.847)
C (11.941, 3.200, -3.592)
O (11.307, 1.965, -3.278)
C (11.678, 1.414, -2.048)
H (9.551, -1.422, -6.379)
H (11.088, -1.273, -7.266)
H (9.690, -1.458, -8.199)
H (10.040, 0.635, -5.346)
H (9.474, 2.041, -6.315)
H (12.102, 1.377, -7.311)
H (12.325, 1.080, -5.703)
H (11.914, 3.739, -6.746)
H (10.305, 3.644, -4.915)
H (11.577, 4.719, -4.958)
H (11.599, 3.875, -2.808)
H (13.022, 3.064, -3.642)
H (11.229, 0.445, -1.826)
H (11.318, 1.941, -1.164)
H (12.761, 1.351, -1.947)
C (-7.858, 8.745, -2.403)
O (-8.090, 10.139, -2.373)
C (-6.890, 10.886, -2.786)
C (-6.921, 12.438, -2.569)
N (-8.230, 12.990, -2.976)
C (-8.182, 14.464, -2.734)
C (-9.501, 15.161, -3.117)
O (-10.722, 14.564, -2.752)
C (-10.945, 14.547, -1.369)
H (-8.453, 8.254, -1.633)
H (-6.801, 8.548, -2.226)
H (-8.141, 8.315, -3.365)
H (-6.566, 10.566, -3.776)
H (-6.107, 10.484, -2.143)
H (-6.053, 12.904, -3.034)
H (-6.656, 12.566, -1.519)
H (-9.057, 12.610, -2.539)
H (-7.312, 14.834, -3.277)
H (-7.936, 14.564, -1.677)
H (-9.515, 15.157, -4.207)
H (-9.485, 16.234, -2.924)
H (-11.861, 13.995, -1.159)
H (-11.122, 15.482, -0.837)
H (-10.064, 14.049, -0.965)
C (-15.147, -4.781, -0.981)
O (-15.005, -3.353, -0.854)
C (-13.835, -2.929, -0.193)
C (-13.968, -1.496, 0.139)
N (-12.609, -0.952, 0.070)
C (-12.427, 0.333, 0.822)
C (-12.145, 0.055, 2.291)
O (-10.912, -0.581, 2.498)
C (-10.648, -1.001, 3.832)
H (-14.422, -5.095, -1.731)
H (-16.186, -4.967, -1.254)
H (-14.999, -5.369, -0.075)
H (-13.035, -3.031, -0.926)
H (-13.564, -3.545, 0.664)
H (-14.420, -1.426, 1.128)
H (-14.583, -1.029, -0.631)
H (-11.976, -1.639, 0.454)
H (-13.349, 0.906, 0.728)
H (-11.715, 0.892, 0.215)
H (-13.000, -0.392, 2.798)
H (-12.092, 1.029, 2.777)
H (-10.592, -0.119, 4.471)
H (-9.704, -1.535, 3.945)
H (-11.460, -1.637, 4.183)
C (3.825, -3.611, -8.446)
O (3.455, -2.286, -8.142)
C (2.179, -1.779, -8.512)
C (1.816, -0.283, -8.007)
N (2.630, 0.641, -8.845)
C (2.409, 2.012, -8.352)
C (2.635, 2.350, -6.842)
O (3.801, 1.715, -6.355)
C (4.315, 2.451, -5.212)
H (3.966, -3.695, -9.523)
H (3.066, -4.211, -7.943)
H (4.743, -3.900, -7.936)
H (1.401, -2.473, -8.194)
H (2.147, -1.797, -9.601)
H (2.096, -0.147, -6.962)
H (0.762, -0.097, -8.217)
H (3.603, 0.493, -8.618)
H (1.483, 2.492, -8.667)
H (3.167, 2.607, -8.864)
H (1.842, 2.036, -6.164)
H (2.637, 3.437, -6.763)
H (3.622, 2.967, -4.548)
H (4.764, 3.235, -5.823)
H (5.164, 1.918, -4.785)
C (7.594, -5.739, -1.394)
O (7.333, -5.881, 0.033)
C (6.466, -6.969, 0.419)
C (6.538, -7.197, 1.918)
N (7.462, -8.235, 2.422)
C (8.860, -7.890, 2.218)
C (9.561, -9.192, 1.854)
O (9.259, -9.541, 0.516)
C (10.011, -10.542, -0.114)
H (8.322, -6.534, -1.560)
H (8.108, -4.795, -1.575)
H (6.778, -5.786, -2.114)
H (6.761, -7.863, -0.129)
H (5.462, -6.679, 0.109)
H (5.600, -7.490, 2.389)
H (6.923, -6.270, 2.343)
H (7.331, -9.034, 1.818)
H (9.353, -7.584, 3.141)
H (9.107, -7.095, 1.515)
H (9.335, -9.973, 2.580)
H (10.631, -9.031, 1.980)
H (9.728, -10.668, -1.160)
H (9.898, -11.403, 0.543)
H (11.063, -10.298, 0.029)
C (3.303, 2.246, 2.087)
O (2.144, 1.971, 1.273)
C (1.975, 0.624, 0.832)
C (0.897, 0.619, -0.238)
N (-0.349, 0.541, 0.485)
C (-1.447, 0.284, -0.529)
C (-1.884, 1.689, -0.969)
O (-2.069, 2.642, 0.173)
C (-3.246, 2.289, 0.991)
H (4.182, 1.978, 1.500)
H (3.302, 1.605, 2.969)
H (3.355, 3.280, 2.428)
H (1.745, -0.015, 1.685)
H (2.877, 0.174, 0.417)
H (1.136, -0.112, -1.010)
H (0.814, 1.592, -0.723)
H (-0.616, 1.451, 0.834)
H (-2.255, -0.237, -0.015)
H (-1.096, -0.269, -1.400)
H (-2.739, 1.538, -1.629)
H (-1.158, 2.042, -1.701)
H (-4.063, 2.084, 0.299)
H (-3.699, 3.111, 1.544)
H (-3.148, 1.453, 1.684)
C (-1.326, -3.246, 8.118)
O (-2.042, -3.619, 9.275)
C (-2.514, -4.905, 9.321)
C (-3.286, -5.334, 10.596)
N (-2.505, -6.373, 11.361)
C (-3.071, -6.659, 12.700)
C (-1.967, -7.330, 13.630)
O (-1.020, -6.312, 14.014)
C (0.159, -6.815, 14.625)
H (-0.405, -3.811, 7.976)
H (-1.031, -2.201, 8.212)
H (-1.978, -3.386, 7.256)
H (-1.746, -5.669, 9.202)
H (-3.112, -5.141, 8.441)
H (-4.329, -5.560, 10.369)
H (-3.395, -4.446, 11.219)
H (-1.527, -6.135, 11.444)
H (-4.015, -7.195, 12.798)
H (-3.205, -5.747, 13.282)
H (-1.396, -8.123, 13.146)
H (-2.453, -7.692, 14.536)
H (0.752, -5.951, 14.923)
H (0.699, -7.495, 13.967)
H (-0.032, -7.405, 15.522)
C (-1.284, -6.364, 2.297)
O (-0.178, -5.553, 2.153)
H (-0.963, -7.187, 2.937)
H (-2.058, -5.768, 2.779)
H (-1.684, -6.619, 1.316)
H (-0.334, -4.794, 1.586)
C (1.552, 7.390, 1.651)
O (2.236, 8.619, 1.600)
H (1.853, 6.878, 2.564)
H (0.468, 7.502, 1.608)
H (1.838, 6.776, 0.797)
H (1.733, 9.195, 2.180)
C (8.285, 7.112, 1.062)
O (7.623, 7.857, 2.003)
H (8.571, 6.174, 1.539)
H (7.679, 6.793, 0.214)
H (9.291, 7.521, 0.968)
H (6.697, 7.939, 1.765)
C (-1.498, -6.145, -3.908)
O (-2.663, -5.459, -3.866)
H (-1.372, -6.885, -3.117)
H (-1.034, -6.405, -4.859)
H (-0.790, -5.470, -3.427)
H (-3.329, -6.057, -4.212)
C (-7.969, -1.818, -4.333)
O (-9.017, -0.968, -4.291)
H (-7.557, -1.886, -5.340)
H (-7.226, -1.437, -3.632)
H (-8.209, -2.851, -4.080)
H (-9.401, -1.063, -3.416)
C (5.163, -2.381, 8.154)
O (6.372, -2.619, 8.825)
H (5.365, -2.504, 7.090)
H (4.408, -3.108, 8.450)
H (4.709, -1.419, 8.391)
H (6.600, -3.546, 8.727)

Atoms 1-3, force components in eV/Å:
1.152 1.285 -0.197
-1.296 -1.589 -1.115
0.293 -1.378 -0.661


ORCA calculation (ωB97M-V/def2-TZVPD) on a structure of composition C8H32B3O4Pb at a distorted geometry.

Spin multiplicity = 1
Lowest unoccupied orbital energy = 2.833 eV
Net charge = -1
E = -892.13110 Ha
Maximum force = 2.43 eV/A

Geometry (Å):
Pb (0.241, 0.898, 0.001)
B (1.841, 2.276, -1.628)
H (2.620, 2.908, -2.211)
H (2.258, 2.036, -0.569)
H (0.865, 2.892, -1.528)
H (1.605, 1.302, -2.215)
B (1.880, -0.335, 1.576)
H (2.398, 0.625, 1.184)
H (0.863, -0.080, 2.080)
H (1.728, -1.079, 0.700)
H (2.541, -0.782, 2.419)
B (-1.937, 1.627, -1.526)
H (-2.655, 1.966, -2.372)
H (-1.315, 2.525, -1.133)
H (-2.459, 1.115, -0.621)
H (-1.230, 0.812, -1.956)
C (1.278, 3.074, 2.590)
O (0.369, 2.945, 1.525)
C (-0.973, 3.129, 1.978)
C (-1.664, 1.879, 2.542)
O (-1.564, 0.767, 1.690)
C (-2.049, -0.392, 2.365)
H (2.308, 2.958, 2.269)
H (1.112, 2.357, 3.403)
H (1.176, 4.041, 3.102)
H (-1.650, 3.434, 1.170)
H (-1.007, 4.026, 2.603)
H (-2.691, 2.138, 2.816)
H (-1.117, 1.677, 3.478)
H (-1.238, -0.749, 3.003)
H (-2.165, -1.191, 1.629)
H (-3.021, -0.251, 2.833)
C (1.648, -1.379, -2.259)
O (0.417, -1.248, -1.594)
C (-0.684, -1.868, -2.205)
C (-0.578, -3.386, -2.290)
O (-0.239, -3.883, -1.016)
C (0.126, -5.249, -0.996)
H (1.904, -2.410, -2.519)
H (2.456, -0.925, -1.694)
H (1.633, -0.822, -3.203)
H (-0.667, -1.519, -3.249)
H (-1.607, -1.523, -1.747)
H (0.178, -3.715, -3.021)
H (-1.502, -3.849, -2.668)
H (-0.529, -5.901, -1.584)
H (-0.102, -5.555, 0.030)
H (1.199, -5.316, -1.185)

Atoms 1-3, force components in eV/Å:
0.604 0.164 -1.876
0.107 0.366 -0.248
1.045 0.715 -0.646


ORCA calculation (ωB97M-V/def2-TZVPD) on a cluster of 3 separate species, C13H21F3NO7 in total at a distorted geometry.

Spin multiplicity = 1
Lowest unoccupied orbital energy = -3.774 eV
Net charge = +1
E = -1388.75474 Ha
Maximum force = 2.29 eV/A

Geometry (Å):
F (2.167, -3.674, 0.857)
C (2.334, -3.323, -0.392)
F (3.517, -3.700, -0.737)
F (2.244, -2.018, -0.449)
C (1.288, -3.993, -1.297)
C (0.357, -4.988, -0.617)
O (-0.647, -4.421, 0.194)
C (-0.847, -3.033, 0.029)
C (-0.745, -2.525, -1.400)
N (0.509, -2.990, -2.098)
H (1.857, -4.564, -2.023)
H (0.968, -5.635, 0.005)
H (-0.108, -5.609, -1.383)
H (-1.855, -2.816, 0.363)
H (-0.195, -2.482, 0.709)
H (-0.697, -1.445, -1.334)
H (-1.641, -2.801, -1.939)
H (0.207, -3.503, -2.929)
H (1.089, -2.225, -2.448)
C (-1.171, 1.647, 4.133)
C (-1.411, 0.656, 3.018)
C (-0.921, 1.120, 1.668)
O (-1.815, 0.442, 0.769)
C (-2.985, 0.246, 1.447)
O (-4.002, -0.092, 0.937)
O (-2.816, 0.477, 2.770)
H (-1.367, 1.187, 5.102)
H (-0.140, 2.002, 4.127)
H (-1.844, 2.499, 4.042)
H (-0.989, -0.319, 3.278)
H (0.112, 0.833, 1.476)
H (-1.028, 2.198, 1.521)
C (0.742, 3.353, -2.860)
C (0.756, 4.387, -1.757)
C (1.783, 4.130, -0.681)
O (1.177, 4.728, 0.468)
C (-0.169, 4.681, 0.285)
O (-0.976, 4.887, 1.130)
O (-0.467, 4.359, -1.004)
H (0.124, 3.689, -3.692)
H (1.749, 3.170, -3.236)
H (0.312, 2.416, -2.502)
H (0.869, 5.389, -2.178)
H (2.745, 4.591, -0.892)
H (1.933, 3.064, -0.481)

Atoms 1-3, force components in eV/Å:
-0.407 -0.365 1.459
-1.463 -0.842 0.303
2.066 -0.394 -0.906


ORCA calculation (ωB97M-V/def2-TZVPD) on a cluster of 10 separate species, C28H48N4O26 in total at a distorted geometry.

Spin multiplicity = 1
SMILES = C[C@H]1COC(=O)O1.C[C@H]1COC(=O)O1.C[C@H]1COC(=O)O1.C[C@H]1COC(=O)O1.C[C@H]1COC(=O)O1.C[C@H]1COC(=O)O1.C[N+](=O)[O-].C[N+](=O)[O-].C[N+](=O)[O-].C[N+](=O)[O-]
Lowest unoccupied orbital energy = -0.760 eV
E = -3270.60882 Ha
Maximum force = 5.80 eV/A

Geometry (Å):
C (0.383, 5.280, 0.567)
N (-0.627, 5.279, 1.673)
O (-0.311, 4.639, 2.701)
O (-1.620, 5.982, 1.549)
H (-0.033, 5.748, -0.325)
H (0.636, 4.254, 0.299)
H (1.245, 5.885, 0.848)
C (4.066, -1.429, 0.528)
N (2.783, -0.727, 0.957)
O (2.500, -0.776, 2.165)
O (2.173, -0.083, 0.130)
H (4.822, -1.344, 1.309)
H (4.293, -0.930, -0.414)
H (3.865, -2.486, 0.355)
C (-2.385, 4.273, -2.470)
N (-3.601, 4.185, -3.394)
O (-3.976, 3.072, -3.750)
O (-4.268, 5.159, -3.685)
H (-2.777, 4.638, -1.520)
H (-1.715, 5.013, -2.909)
H (-1.905, 3.295, -2.451)
C (-1.133, -0.216, 0.435)
N (-0.956, 1.196, 0.619)
O (-0.876, 1.972, -0.345)
O (-0.869, 1.550, 1.809)
H (-2.143, -0.423, 0.080)
H (-0.994, -0.614, 1.441)
H (-0.327, -0.451, -0.260)
C (2.375, -6.631, -1.804)
C (2.356, -5.134, -2.190)
C (1.277, -4.691, -3.212)
O (0.572, -3.599, -2.582)
C (0.915, -3.501, -1.350)
O (0.586, -2.656, -0.533)
O (1.903, -4.374, -1.089)
H (1.349, -6.906, -1.559)
H (3.021, -6.844, -0.952)
H (2.765, -7.072, -2.721)
H (3.356, -4.854, -2.521)
H (0.634, -5.548, -3.413)
H (1.809, -4.322, -4.089)
C (2.363, 2.689, 2.754)
C (3.692, 2.311, 3.459)
C (3.617, 1.191, 4.554)
O (4.910, 0.644, 4.338)
C (5.333, 0.852, 3.092)
O (6.322, 0.374, 2.616)
O (4.581, 1.809, 2.476)
H (2.502, 2.977, 1.712)
H (1.864, 3.507, 3.274)
H (1.707, 1.820, 2.707)
H (4.207, 3.219, 3.770)
H (2.817, 0.482, 4.340)
H (3.529, 1.696, 5.516)
C (1.928, -4.560, 2.312)
C (1.062, -4.233, 3.555)
C (0.116, -3.059, 3.443)
O (-1.162, -3.593, 3.704)
C (-1.067, -4.951, 3.945)
O (-1.970, -5.760, 4.157)
O (0.179, -5.320, 3.825)
H (2.597, -5.367, 2.610)
H (2.547, -3.713, 2.016)
H (1.268, -4.900, 1.514)
H (1.725, -4.038, 4.398)
H (0.176, -2.530, 2.492)
H (0.331, -2.395, 4.281)
C (-2.731, -2.903, -3.341)
C (-2.882, -1.410, -3.591)
C (-4.273, -0.984, -4.102)
O (-4.710, 0.031, -3.194)
C (-3.715, 0.194, -2.253)
O (-3.695, 1.065, -1.385)
O (-2.724, -0.725, -2.414)
H (-2.627, -3.411, -4.299)
H (-3.577, -3.289, -2.772)
H (-1.824, -3.221, -2.827)
H (-2.134, -1.018, -4.281)
H (-4.928, -1.855, -4.093)
H (-4.230, -0.812, -5.178)
C (0.427, 0.359, -3.047)
C (1.950, 0.292, -3.219)
C (2.580, -1.003, -3.627)
O (3.514, -0.513, -4.557)
C (3.142, 0.629, -5.066)
O (3.705, 1.251, -5.953)
O (2.295, 1.166, -4.238)
H (-0.147, 0.162, -3.953)
H (0.042, 1.226, -2.511)
H (0.273, -0.466, -2.352)
H (2.486, 0.657, -2.343)
H (1.971, -1.737, -4.155)
H (3.001, -1.425, -2.715)
C (-3.722, 3.061, 1.507)
C (-3.869, 3.707, 2.961)
C (-4.023, 5.246, 3.003)
O (-5.043, 5.351, 4.003)
C (-5.665, 4.275, 4.163)
O (-6.592, 4.089, 4.953)
O (-5.085, 3.314, 3.447)
H (-4.420, 3.623, 0.887)
H (-3.915, 1.991, 1.592)
H (-2.756, 3.305, 1.067)
H (-3.152, 3.396, 3.720)
H (-4.154, 5.665, 2.005)
H (-3.136, 5.760, 3.373)

Atoms 1-3, force components in eV/Å:
-0.220 -0.016 -0.885
0.908 -0.213 1.691
-0.979 1.268 -2.131